The following is a DFT calculation (ωB97M-V/def2-TZVPD) of 6 unconnected molecules or ions with the total composition C36H47BClF10N5O14 at a distorted geometry.

Values from the calculation:
Highest occupied orbital energy in eV: -8.718
Structure (SMILES): CCCCCc1c(COC)c(B(C)O)c2c(c1C(F)(F)C(F)(F)C(F)(F)C(F)(F)F)C(=O)c1c(cc([C@@H](C)F)cc1[C@H](Cl)CC)C2=O.C[N+](=O)[O-].C[N+](=O)[O-].C[N+](=O)[O-].C[N+](=O)[O-].C[N+](=O)[O-]
Kohn-Sham gap in eV: 7.1
Multiplicity: 1
Largest force on an atom in hartree/bohr: 0.163
Relative energy (zero: lowest compared OMol25 entry of this formula, charge and spin) in kJ/mol: 2816.2

Cartesian coordinates (Å):
C -7.2835 2.0664 -1.1394
C -7.2927 0.5749 -0.4079
C -6.6715 -0.6166 -1.3678
C -5.1393 -1.0577 -0.8860
C -4.0806 0.0696 -1.5237
C -2.5533 -0.1971 -0.9976
C -2.2973 0.2999 0.5821
C -3.4682 1.0198 1.5112
O -3.2404 2.4644 1.7384
C -2.4184 3.0699 0.6819
C -0.8223 0.1175 1.3498
B -0.5641 0.6695 2.9137
C -0.9823 -0.3769 4.1346
O -0.0390 2.0143 3.2334
C 0.3511 -0.6313 0.4761
C 0.0884 -1.1269 -1.1020
C -1.3394 -0.9088 -1.9075
C -1.5966 -1.3491 -3.4544
F -2.2130 -0.1600 -4.1601
F -0.4195 -1.6671 -4.2776
C -2.6278 -2.6421 -3.4140
F -4.0490 -2.2721 -3.7426
F -2.6986 -3.1957 -2.0096
C -2.1871 -3.8987 -4.3667
F -3.2219 -4.9742 -4.1265
F -0.8860 -4.5459 -3.9514
C -2.2542 -3.5945 -5.9873
F -0.8556 -3.7467 -6.5374
F -2.6762 -2.2196 -6.3392
F -3.1270 -4.6043 -6.6298
C 1.4212 -1.8783 -1.7813
O 1.3896 -3.0636 -2.3917
C 2.8398 -1.0336 -1.5075
C 3.1082 -0.5196 0.0623
C 4.4562 0.2784 0.5432
C 5.5960 0.5738 -0.6253
C 7.0155 1.3396 -0.1876
C 7.3814 2.5800 -1.2007
F 7.0072 1.7114 1.2580
C 5.3244 0.1119 -2.2036
C 3.9574 -0.6850 -2.6476
C 3.7678 -1.0978 -4.2207
Cl 2.3283 -0.1837 -5.0381
C 3.7631 -2.7115 -4.5249
C 4.5080 -3.0260 -5.9891
C 1.8712 -0.8851 1.1289
O 2.1071 -1.3822 2.3409
H -7.6418 1.8844 -2.2514
H -6.2309 2.5950 -1.0928
H -8.1073 2.7711 -0.6532
H -8.4409 0.3000 -0.2474
H -6.7867 0.5831 0.6596
H -7.4377 -1.5297 -1.3255
H -6.6587 -0.2612 -2.4984
H -5.1149 -1.0870 0.2870
H -4.9226 -2.1425 -1.2760
H -4.2503 0.0419 -2.6716
H -4.4653 1.1064 -1.1248
H -4.5522 0.9273 1.0670
H -3.5431 0.5365 2.6009
H -2.7967 2.8536 -0.4186
H -2.5293 4.2513 0.8149
H -1.2481 2.8713 0.8071
H -0.1358 -0.3118 4.9431
H -1.0136 -1.4521 3.6601
H -2.0484 -0.0539 4.5218
H 0.3305 2.4558 2.4121
H 4.6569 0.6159 1.6682
H 7.8514 0.4944 -0.2981
H 8.1935 2.2036 -1.9847
H 6.3867 2.8788 -1.7476
H 7.7976 3.4582 -0.5390
H 6.1581 0.3624 -3.0202
H 4.7284 -0.6703 -4.7880
H 4.2565 -3.3658 -3.6796
H 2.6353 -3.0628 -4.6927
H 5.1335 -2.1172 -6.3842
H 5.1408 -4.0234 -5.9197
H 3.6581 -3.2365 -6.7966
C 6.5556 7.1694 1.0232
N 7.3532 5.9765 0.6299
O 6.8517 5.2088 -0.1996
O 8.4601 5.8446 1.1650
H 5.6098 7.1576 0.4776
H 6.3810 7.1087 2.0993
H 7.1390 8.0555 0.7648
C -12.1407 -1.1875 -0.9722
N -10.8563 -0.6458 -0.4519
O -10.8358 -0.2718 0.7266
O -9.9050 -0.6115 -1.2411
H -12.8856 -1.1583 -0.1742
H -12.4481 -0.5585 -1.8101
H -11.9590 -2.2153 -1.2927
C 10.3911 4.7108 3.8523
N 10.3086 6.0672 4.4581
O 9.4276 6.2562 5.3050
O 11.1305 6.9039 4.0664
H 9.6123 4.0813 4.2877
H 10.2414 4.8209 2.7763
H 11.3815 4.3095 4.0766
C 1.9533 -2.8958 6.7754
N 1.0346 -1.8922 7.3775
O 1.1969 -1.6218 8.5731
O 0.1766 -1.4040 6.6328
H 2.6524 -3.2390 7.5409
H 1.3428 -3.7246 6.4113
H 2.4863 -2.4060 5.9580
C -2.9761 -4.6632 4.0076
N -3.0087 -3.2932 4.5870
O -2.7167 -3.1774 5.7829
O -3.3264 -2.3728 3.8248
H -2.6824 -5.3696 4.7869
H -3.9791 -4.8895 3.6402
H -2.2468 -4.6601 3.1950